No. 1
# C37H40N7O15

8 unconnected molecules or ions with the total composition C37H40N7O15 at a distorted geometry (ωB97M-V/def2-TZVPD, the Open Molecules 2025 dataset).

Geometry (Å):
C  0.64511  0.80972  -3.11415
H  -6.31689  0.15872  4.37685
H  -0.34389  -1.11728  -0.35915
H  1.14211  3.53572  -5.59715
H  7.72811  -3.26728  0.24885
H  1.96611  1.57572  2.45585
O  -0.79289  4.51672  -6.43615
C  -4.98489  -0.42328  2.58485
O  -1.73189  -4.00928  1.92985
H  -0.10289  -6.55828  -4.42615
H  -3.40889  3.33272  3.70585
H  -0.37889  2.85872  0.06785
H  -0.14589  3.67272  2.41385
O  -3.98489  -1.51528  0.26885
O  -2.80689  3.84172  -5.81615
N  8.87011  -4.26828  -2.16615
C  5.58311  -2.57728  -0.50915
C  -1.04689  4.36172  2.21885
C  -0.63889  -5.67528  -4.02515
C  6.58411  -3.13428  -3.30715
C  -5.03789  1.66272  4.12585
C  -0.76689  0.88672  -3.03115
O  1.12811  0.55172  0.36385
C  -2.80389  5.39372  0.85385
H  3.86411  -1.78128  -1.53615
O  -1.30889  5.14172  3.25085
H  -0.44789  -4.19028  -0.80415
C  -3.93989  0.30072  1.59585
H  2.44411  1.56372  -3.93615
N  -1.62089  4.54172  0.98685
C  -0.28689  -5.39628  -2.62015
H  -5.54589  2.31472  4.87785
C  4.76811  -2.22828  -1.56415
C  -0.92589  3.82672  -0.15115
H  -3.29689  -3.02428  5.45985
C  0.79111  2.83272  -4.84515
O  9.72611  -4.13528  -1.31215
H  3.20811  5.59972  2.96185
O  -3.39489  -4.54528  3.37585
N  -1.53289  3.81672  -5.62215
H  -5.34089  -1.48528  2.33885
O  0.45311  -1.47828  -0.15815
H  0.11511  0.29872  3.45085
C  2.61711  2.37672  2.28185
C  -1.60189  1.86872  -3.81515
H  3.46611  1.85172  1.99185
C  7.43211  -3.60628  -2.09815
C  -5.51689  0.36572  3.75685
H  2.11211  4.49472  4.76985
O  -2.39489  -0.02528  -0.12015
H  -1.66189  3.59572  -0.85215
H  0.99611  -0.00728  -2.59015
C  -2.07289  -2.67828  3.75685
C  5.27711  -2.55728  -3.01215
N  2.64811  3.46572  3.15485
H  -1.26189  0.25672  -2.50215
C  3.16711  4.73872  2.43185
C  -0.72789  -0.35028  3.89785
H  2.61711  5.01372  1.55785
H  4.07911  4.67072  2.03285
O  2.63411  -1.08128  0.42385
C  1.41111  1.66372  -3.96615
C  -3.97889  2.34772  3.31385
C  -0.92289  -1.64928  3.25285
H  6.93111  -3.31528  -4.32915
H  -3.40989  5.13172  1.69685
O  -2.87489  -4.25428  -6.69615
C  -2.44589  -1.14328  5.77085
O  1.62111  2.47872  4.83385
H  -3.54089  5.16872  -0.14015
H  -1.38789  0.77472  5.52885
H  -2.52489  2.11372  1.78585
H  -2.71989  -0.90828  6.77585
C  7.04911  -3.18528  -0.63615
H  5.17511  -2.46328  0.51885
H  -3.12289  -3.03628  -4.48415
C  -2.69089  -2.45228  5.11285
H  -2.79089  1.91372  -3.77415
H  0.44811  -6.15828  -2.16315
C  -1.64389  -4.86628  -4.77715
C  2.05611  3.55772  4.29485
N  -2.42089  -3.89828  2.90885
C  1.40811  -0.62828  0.36485
H  -0.48289  4.65972  -0.54215
O  9.22611  -4.59528  -3.34515
H  -0.36589  -1.87828  2.50185
H  -2.59089  6.54672  0.96185
C  -2.01189  -3.50128  -2.45815
C  -0.81389  2.84372  -4.76015
C  -3.30189  1.59072  2.18985
H  -2.33389  -2.66828  -1.85115
H  4.56211  -2.08128  -3.69515
O  -1.55689  -6.06628  -6.75515
C  -0.89789  -4.32928  -1.89515
N  -1.97289  -5.03028  -6.15615
C  -2.33289  -3.70228  -4.00215
C  -1.51789  -0.17628  5.22485
H  2.30311  2.69672  1.26285
N  -3.42589  -0.47928  0.48385

Its orbital gap is 6.0 eV. As for the maximum force: 14.84 eV/Å. As for the LUMO energy: 0.22 eV. The value obtained for the HOMO energy is -5.8 eV. Its total charge is -1. The calculation puts the energy above the lowest of the compared OMol25 structures with the same formula, charge and spin at 252.4 kJ/mol.

No. 2
# C3H3Br9

A molecular structure, C3H3Br9 (ωB97M-V/def2-TZVPD, the Open Molecules 2025 dataset).

Geometry (Å):
Br  2.26572  0.65572  1.06477
Br  3.63016  0.12267  -4.16501
Br  3.85747  2.65114  -2.26048
C  -4.24398  -1.65949  1.80584
Br  -3.38533  -2.11242  0.15991
C  3.73212  0.74154  -2.34822
Br  -6.10850  -1.23477  1.57242
H  2.81880  0.46088  -1.84309
Br  0.08209  1.01882  -1.19586
Br  -0.76116  0.00218  1.66710
Br  -4.01457  -3.01685  3.12557
H  -3.79077  -0.74131  2.15335
C  0.43364  1.09268  0.69333
H  0.29647  2.12392  0.98438
Br  5.18784  -0.10471  -1.41399

Its orbital gap is 10.0 eV. As for the maximum force: 0.60 eV/Å. As for the LUMO energy: -0.23 eV. The value obtained for the HOMO energy is -10.3 eV. The calculation puts the energy above the lowest of the compared OMol25 structures with the same formula, charge and spin at 9.7 kJ/mol.

No. 3
# C51H87N2O11S

9 unconnected molecules or ions with the total composition C51H87N2O11S at a distorted geometry (ωB97M-V/def2-TZVPD, the Open Molecules 2025 dataset).

Geometry (Å):
H  5.86349  0.39419  2.48810
C  -7.70176  2.32269  -5.34367
H  10.46043  3.35450  -2.28821
H  4.54000  -5.03962  2.86370
H  4.15920  2.79188  -3.47003
C  4.45525  -4.05090  2.27653
C  5.54048  1.40191  2.03641
H  -9.15020  -2.26770  -1.32890
H  8.45093  2.17164  -1.59493
O  -2.64473  -2.24156  -1.64062
H  -9.47170  -3.74217  0.57906
H  -7.74917  1.61105  -2.60026
H  -6.94139  -3.41146  1.56256
H  7.38918  3.23236  4.01696
O  6.66938  2.31275  2.26201
C  -7.38318  -3.09757  0.61410
C  -8.63895  5.36151  -9.27474
C  1.24665  0.38016  0.87439
C  -7.40761  -5.74730  5.51067
C  -8.56046  3.30777  -10.42089
C  -8.25855  4.77622  -10.62029
H  -2.57138  -3.88070  -2.87608
H  8.20420  0.24277  4.11459
H  -7.90759  -0.18399  0.50819
C  -8.87315  -2.84080  0.72179
C  -6.95020  -6.49834  4.28081
C  -3.04590  0.93638  2.97389
C  -4.16281  -1.58482  -3.33994
C  9.31797  -0.22199  7.50743
H  7.10272  1.33323  6.67350
C  5.54110  0.26959  -2.77017
H  12.42425  3.22061  -0.93593
H  -5.35927  -2.90402  -2.14429
H  -7.96349  -6.49665  2.34757
C  -8.19423  -6.47290  3.41518
O  -8.89490  -5.26197  3.73073
H  -8.21769  0.25774  -5.82732
N  3.01581  1.13238  2.69925
H  -2.53540  -0.37300  -2.53881
C  9.27156  2.25322  -0.87962
C  7.17850  2.17599  3.60976
H  6.52474  0.02688  -2.35357
H  4.84348  -0.52776  -2.50303
H  8.23289  -1.98027  8.16729
C  4.12118  -1.37318  0.86732
H  1.46968  -0.73535  0.90729
H  8.84386  2.42841  0.11316
H  8.79364  1.04923  2.55097
H  -8.74290  2.30602  -8.49046
C  -1.80409  1.69598  3.53156
H  -3.46545  -4.12599  -1.35995
C  -9.08872  -1.79026  -0.34510
C  -8.16572  3.09885  -8.97234
H  1.06522  0.63630  -0.24304
C  -0.43556  1.49931  2.81464
H  -8.02383  2.65103  -11.10787
C  -1.46145  -0.12820  0.98884
H  11.48859  3.24958  0.57441
N  4.82449  -3.97594  0.90156
C  10.15692  1.02332  -0.85187
H  -1.40591  -0.80878  0.03999
C  4.66878  -2.70525  0.29896
H  -9.70439  5.61374  -9.23870
H  4.63798  0.32413  -4.72216
C  3.11864  -0.20545  3.24999
H  8.46812  -1.90493  6.40774
H  5.00608  -2.65044  -0.80597
C  -4.53853  -2.96888  -2.86688
H  9.65090  0.16345  6.53791
O  7.01075  -0.65263  7.18781
H  -6.59027  -5.32280  6.09608
O  0.98403  -1.76354  3.26603
H  -9.63376  3.12954  -10.54518
H  5.70669  2.43231  -5.29546
H  -3.57389  -1.65489  -4.26122
C  -7.38200  0.84419  -5.43805
H  5.65321  3.42530  -2.74663
H  -7.16550  -3.86032  -0.14211
H  -5.80102  2.91298  -4.54145
O  -8.39638  4.34208  -8.29616
H  9.93004  4.34429  -0.91750
H  -3.88975  -0.62325  -1.41606
O  11.45659  1.45749  -0.42714
H  -4.84389  -3.64067  -3.67168
O  -7.05943  0.40334  -4.11180
H  -9.99062  -1.19284  -0.19892
H  -1.85281  2.36553  4.46850
H  -7.53369  -0.51750  -1.19670
H  -7.75545  -3.80170  4.61892
H  4.44084  2.44787  3.79830
H  -5.02093  -0.93774  -3.53168
H  3.95347  2.93615  2.11488
H  -8.06111  6.25457  -9.02648
H  -4.04033  1.05892  3.52475
H  -9.11416  -4.39004  5.60072
C  -2.82772  0.06572  1.70326
H  -8.80368  5.22832  -11.45080
C  -6.82733  2.76082  -4.19120
H  -6.14138  -5.94778  3.78924
H  -7.18684  4.91399  -10.79841
C  -6.88732  1.55566  -3.27405
C  8.50669  1.24492  3.64174
H  5.40780  1.22219  0.91279
C  8.52345  0.83905  8.23496
O  -6.78121  -1.86976  0.18412
H  0.48358  2.04103  3.25596
H  8.44987  0.58444  9.29775
O  1.36749  -0.31194  5.04451
H  -6.59722  -7.50983  4.48938
H  7.03946  2.10494  -4.17459
H  9.34969  1.76506  4.22322
C  2.35461  1.37067  1.41404
C  10.26213  3.34674  -1.21081
C  3.90115  -2.81889  3.00902
H  -8.75642  2.46103  -5.08274
H  4.05334  -0.39787  0.28670
H  -7.10053  2.86037  -8.88065
O  5.10914  1.50462  -2.18329
C  11.49765  2.89013  -0.46044
C  8.28015  -1.30811  7.30356
H  6.34678  1.00271  8.24677
H  10.25983  0.58446  -1.85046
H  -5.98194  1.44069  -2.67302
C  5.18293  2.53704  -3.17483
C  7.16248  0.71853  7.57844
H  -9.11013  -2.42451  1.70645
H  9.78549  0.25443  -0.17033
C  -7.81522  -0.97433  -0.24473
H  6.34375  -0.15180  -4.75990
H  1.85960  2.42202  1.46533
C  1.72393  -0.77190  3.91154
H  -3.73297  -0.48335  1.27970
C  5.96565  1.96790  -4.34213
H  6.43220  1.68242  4.33982
H  -6.50583  0.66752  -6.07194
S  4.25341  -0.20726  4.78131
C  -3.28984  -1.08965  -2.20484
C  -3.27033  -3.41902  -2.16956
H  3.16740  1.49721  0.59048
H  -7.16306  3.68053  -3.70910
C  3.68646  -1.39357  2.35563
C  4.21637  2.00228  2.75444
H  -8.85704  -7.31372  3.64819
H  10.19565  -0.56849  8.05650
H  -7.50645  2.86085  -6.27243
H  3.61893  -2.95360  4.11592
H  5.46889  -0.80207  4.39396
C  -0.20600  0.59696  1.56893
H  -7.98328  -6.41510  6.16046
C  -8.31903  -4.69278  4.91513
H  8.94898  1.84096  8.15243
C  5.61847  0.49773  -4.26645

Its orbital gap is 6.2 eV. As for the maximum force: 6.38 eV/Å. As for the LUMO energy: 1.73 eV. The value obtained for the HOMO energy is -4.5 eV. Its total charge is -1. The calculation puts the energy above the lowest of the compared OMol25 structures with the same formula, charge and spin at 624.5 kJ/mol.